Entry 1:
{"formula": "C21H29NReS4SbSe", "method": "ωB97M-V/def2-TZVPD", "species": ["Re", "S", "Sb", "S", "S", "S", "C", "C", "C", "C", "C", "C", "C", "C", "N", "C", "C", "C", "C", "H", "H", "H", "H", "H", "H", "H", "H", "H", "H", "H", "H", "H", "H", "H", "H", "H", "H", "C", "C", "C", "C", "C", "C", "Se", "C", "C", "C", "H", "H", "H", "H", "H", "H", "H", "H", "H", "H", "H"], "xyz": [[0.106, -1.156, -1.258], [0.488, -2.578, -5.445], [1.655, -3.199, -3.720], [-0.505, -3.100, -1.526], [2.087, -1.140, -2.207], [2.923, -4.741, -2.848], [0.478, -3.216, 4.976], [0.954, -3.113, 3.552], [1.808, -4.080, 3.000], [2.234, -4.034, 1.673], [3.160, -5.082, 1.116], [1.802, -2.986, 0.883], [0.969, -1.976, 1.416], [0.544, -2.069, 2.757], [0.542, -0.922, 0.610], [0.278, 0.481, 1.132], [0.979, 0.842, 2.440], [-1.238, 0.640, 1.267], [0.831, 1.382, 0.029], [0.788, -4.153, 5.432], [-0.610, -3.154, 5.030], [0.885, -2.400, 5.575], [2.141, -4.900, 3.626], [3.289, -5.904, 1.816], [4.145, -4.657, 0.911], [2.773, -5.486, 0.181], [2.188, -2.907, -0.124], [-0.180, -1.372, 3.150], [0.456, 0.499, 3.326], [1.001, 1.932, 2.490], [2.011, 0.490, 2.469], [-1.648, -0.084, 1.972], [-1.727, 0.502, 0.300], [-1.475, 1.643, 1.625], [1.906, 1.248, -0.087], [0.620, 2.427, 0.255], [0.330, 1.223, -0.941], [-2.164, 5.934, -1.572], [-1.927, 4.474, -1.832], [-0.765, 4.037, -2.464], [-0.545, 2.697, -2.740], [0.701, 2.256, -3.460], [-1.525, 1.792, -2.312], [-1.307, -0.055, -2.839], [-2.729, 2.173, -1.709], [-3.864, 1.242, -1.369], [-2.888, 3.532, -1.474], [-1.348, 6.547, -1.950], [-2.270, 6.125, -0.503], [-3.088, 6.262, -2.050], [-0.019, 4.761, -2.769], [1.349, 3.106, -3.666], [0.460, 1.786, -4.417], [1.281, 1.535, -2.878], [-3.863, 0.334, -1.971], [-4.813, 1.746, -1.542], [-3.851, 0.951, -0.316], [-3.815, 3.866, -1.022]], "forces_ev_per_a": [[0.423, -0.108, 0.426], [-0.044, -0.047, 0.094], [0.458, 0.190, -0.418], [-0.313, -0.142, 0.292], [0.339, -0.056, -0.112], [-0.152, 0.110, 0.055], [0.033, -0.022, -0.034], [0.103, -0.274, 0.099], [-0.005, 0.059, -0.090], [0.035, -0.188, 0.335], [-0.020, 0.035, 0.015], [-0.087, 0.383, -0.144], [-0.032, -0.361, 0.346], [-0.182, 0.145, -0.293], [-0.508, 0.158, -0.817], [-0.092, 0.150, 0.107], [0.185, -0.076, -0.074], [0.021, 0.015, 0.061], [0.022, -0.072, 0.006], [-0.009, 0.007, -0.009], [0.007, -0.005, -0.011], [0.012, -0.002, 0.000], [-0.012, 0.016, 0.000], [-0.002, 0.006, -0.009], [-0.007, 0.006, 0.011], [-0.011, -0.005, 0.011], [-0.024, 0.043, -0.001], [0.055, 0.016, -0.014], [0.016, -0.028, -0.006], [0.017, 0.006, -0.017], [-0.020, -0.015, 0.003], [-0.018, 0.029, -0.008], [-0.036, 0.016, 0.018], [0.022, -0.007, 0.000], [0.006, 0.033, 0.014], [-0.051, -0.003, -0.048], [0.035, -0.061, 0.012], [-0.004, -0.034, 0.006], [-0.027, 0.053, 0.030], [0.054, 0.039, 0.005], [0.032, -0.011, 0.103], [-0.070, 0.058, -0.032], [0.107, -0.153, -0.393], [-0.298, 0.004, 0.581], [-0.028, 0.022, -0.131], [0.047, -0.007, -0.013], [-0.002, 0.080, 0.057], [0.001, -0.012, 0.004], [0.004, -0.010, -0.010], [0.007, -0.008, -0.001], [-0.028, 0.007, -0.013], [-0.022, 0.009, 0.001], [-0.003, -0.005, 0.014], [0.008, 0.023, -0.033], [-0.003, -0.012, 0.015], [0.008, 0.005, -0.005], [0.042, -0.021, 0.017], [0.015, 0.024, -0.001]], "de_lowest_ev": 0.253, "charge": 2, "homo_lumo_gap_ev": [4.8, 4.8], "largest_force_ev_per_a": 0.98, "e_tot_ha": -5184.47631}

=====

Entry 2:
{"formula": "C14H14ClNO2S2", "method": "ωB97M-V/def2-TZVPD", "species": ["C", "C", "C", "C", "O", "C", "S", "N", "C", "O", "C", "S", "C", "C", "C", "C", "C", "C", "C", "Cl", "H", "H", "H", "H", "H", "H", "H", "H", "H", "H", "H", "H", "H", "H"], "xyz": [[-3.373, -2.360, -0.542], [-4.677, -1.571, -0.545], [-4.765, -0.569, 0.610], [-4.090, 0.764, 0.318], [-2.676, 0.599, 0.276], [-1.949, 1.674, 0.099], [-2.521, 3.202, -0.074], [-0.588, 1.480, 0.064], [0.101, 0.276, 0.135], [-0.442, -0.797, 0.227], [1.559, 0.436, 0.084], [2.338, 2.003, -0.009], [3.914, 1.272, -0.012], [5.136, 1.927, -0.071], [6.284, 1.162, -0.061], [6.222, -0.231, 0.006], [5.011, -0.882, 0.064], [3.835, -0.130, 0.056], [2.480, -0.580, 0.111], [2.081, -2.232, 0.197], [-2.514, -1.697, -0.535], [-3.317, -2.991, 0.341], [-3.316, -2.998, -1.421], [-5.513, -2.271, -0.465], [-4.787, -1.039, -1.492], [-4.315, -1.003, 1.504], [-5.812, -0.348, 0.827], [-4.331, 1.498, 1.098], [-4.426, 1.173, -0.643], [-0.062, 2.339, -0.048], [5.177, 3.003, -0.123], [7.247, 1.649, -0.106], [7.138, -0.801, 0.012], [4.948, -1.958, 0.117]], "forces_ev_per_a": [[-0.118, 0.099, -0.152], [0.049, -0.095, 0.227], [0.332, 0.129, -0.379], [-0.987, 0.126, 0.244], [0.682, -0.236, -0.012], [-0.249, 0.582, -0.070], [-0.134, 0.384, -0.048], [0.100, -0.284, 0.050], [-0.346, -0.212, 0.023], [0.124, 0.057, 0.005], [0.992, -0.280, 0.005], [0.160, -0.293, 0.026], [-0.432, -0.275, 0.015], [0.163, 0.012, -0.005], [-0.095, 0.193, -0.007], [-0.022, -0.164, 0.008], [-0.029, 0.025, 0.000], [0.269, 0.326, -0.021], [-0.776, 0.587, -0.016], [0.189, -0.272, 0.007], [0.105, -0.034, -0.007], [0.052, -0.085, 0.104], [0.058, -0.114, -0.054], [-0.035, 0.038, -0.089], [-0.093, 0.013, -0.050], [-0.084, -0.013, 0.151], [0.026, 0.076, 0.070], [0.092, -0.106, -0.183], [0.083, -0.031, 0.155], [-0.328, -0.140, 0.009], [0.058, 0.121, -0.007], [0.083, 0.052, -0.005], [0.070, -0.061, 0.001], [0.042, -0.125, 0.005]], "de_lowest_ev": 0.165, "charge": 0, "homo_lumo_gap_ev": 8.3, "smiles": "CCCCOC(=S)NC(=O)c1sc2ccccc2c1Cl", "largest_force_ev_per_a": 1.03, "e_tot_ha": -2003.71391}

=====

Entry 3:
{"formula": "C45H43N6O5PS2Y", "method": "ωB97M-V/def2-TZVPD", "species": ["Y", "C", "C", "C", "C", "C", "C", "C", "S", "O", "O", "N", "C", "C", "C", "C", "C", "C", "C", "C", "N", "C", "H", "H", "H", "H", "H", "H", "H", "H", "H", "H", "H", "H", "H", "O", "C", "O", "C", "P", "C", "C", "C", "C", "C", "C", "C", "C", "C", "C", "C", "C", "H", "H", "H", "H", "H", "H", "H", "H", "H", "H", "H", "H", "C", "C", "O", "N", "C", "C", "C", "C", "C", "C", "N", "H", "H", "H", "H", "H", "H", "H", "H", "H", "H", "N", "C", "S", "N", "C", "C", "C", "C", "C", "C", "H", "H", "H", "H", "H", "H", "H", "H"], "xyz": [[-0.071, 0.459, 0.538], [-0.122, 4.424, 7.327], [-0.222, 3.209, 6.460], [-0.740, 3.290, 5.173], [-0.805, 2.177, 4.353], [-0.360, 0.956, 4.828], [0.145, 0.853, 6.114], [0.203, 1.968, 6.928], [-0.155, -0.521, 3.770], [-0.824, -1.615, 4.475], [2.694, -0.142, 3.543], [-1.070, -0.069, 2.419], [-2.434, -0.047, 2.539], [-3.147, -0.134, 3.733], [-4.539, -0.124, 3.744], [-5.275, -0.041, 2.587], [-4.616, 0.065, 1.353], [-5.288, 0.168, 0.119], [-4.565, 0.341, -1.032], [-3.169, 0.398, -0.949], [-2.499, 0.236, 0.171], [-3.191, 0.080, 1.327], [-0.206, 5.332, 6.735], [0.830, 4.430, 7.855], [-0.919, 4.415, 8.070], [-1.097, 4.240, 4.803], [-1.210, 2.265, 3.352], [0.494, -0.108, 6.461], [0.596, 1.873, 7.929], [-2.623, -0.209, 4.671], [-5.049, -0.184, 4.695], [-6.352, -0.043, 2.613], [-6.366, 0.116, 0.101], [-5.049, 0.446, -1.990], [-2.569, 0.589, -1.831], [1.390, 2.071, -0.716], [0.222, 2.297, -1.097], [-0.739, 2.382, -0.271], [-0.113, 2.140, -2.553], [0.076, 0.266, -2.578], [1.820, 0.027, -3.080], [2.739, 1.039, -3.326], [3.971, 0.740, -3.884], [4.301, -0.569, -4.190], [3.413, -1.592, -3.887], [2.182, -1.295, -3.330], [-0.669, -0.055, -4.240], [0.065, 0.063, -5.417], [-0.532, -0.167, -6.644], [-1.876, -0.489, -6.723], [-2.617, -0.601, -5.560], [-2.012, -0.405, -4.331], [0.573, 2.642, -3.232], [-1.147, 2.416, -2.763], [2.512, 2.062, -3.075], [4.672, 1.536, -4.092], [5.251, -0.797, -4.651], [3.674, -2.618, -4.101], [1.481, -2.085, -3.101], [1.110, 0.329, -5.387], [0.056, -0.086, -7.545], [-2.341, -0.655, -7.682], [-3.668, -0.845, -5.611], [-2.599, -0.538, -3.434], [4.400, -0.197, -0.654], [3.254, -0.474, 0.267], [2.076, -0.380, -0.079], [3.599, -0.886, 1.504], [2.637, -1.130, 2.543], [2.337, 1.147, 3.323], [2.844, 2.041, 4.273], [2.589, 3.385, 4.133], [1.808, 3.792, 3.058], [1.303, 2.837, 2.204], [1.563, 1.519, 2.305], [4.360, -0.909, -1.476], [5.360, -0.266, -0.150], [4.279, 0.798, -1.080], [4.574, -0.930, 1.759], [2.874, -2.057, 3.076], [1.639, -1.213, 2.083], [3.423, 1.640, 5.088], [2.991, 4.097, 4.837], [1.585, 4.834, 2.899], [0.661, 3.134, 1.383], [-2.546, -2.786, 0.185], [-1.510, -2.902, -0.661], [0.008, -2.349, -0.177], [-1.744, -3.437, -1.868], [-0.795, -3.779, -2.861], [0.396, -4.415, -2.530], [1.278, -4.779, -3.533], [0.983, -4.506, -4.859], [-0.212, -3.888, -5.188], [-1.107, -3.537, -4.194], [-2.361, -2.477, 1.128], [-3.445, -3.196, -0.009], [-2.712, -3.574, -2.137], [0.615, -4.632, -1.497], [2.195, -5.288, -3.274], [1.673, -4.787, -5.639], [-0.458, -3.685, -6.220], [-2.045, -3.073, -4.453]], "forces_ev_per_a": [[1.348, -1.174, -0.005], [-0.048, -0.056, 0.034], [0.002, -0.096, -0.086], [-0.088, -0.055, 0.078], [-0.126, -0.001, 0.010], [0.190, -0.168, -0.451], [-0.043, -0.159, 0.034], [-0.014, -0.037, -0.102], [-1.071, 0.935, -0.470], [-0.058, -0.817, 0.493], [0.256, 0.208, 0.189], [0.575, -0.106, 1.122], [-1.214, -0.058, 0.424], [0.444, 0.088, -0.379], [-0.584, 0.037, -0.350], [0.007, -0.065, 0.420], [0.542, 0.009, -0.066], [0.262, -0.005, -0.076], [-0.140, -0.042, 0.115], [0.302, 0.012, 0.047], [-0.034, 0.134, -0.159], [-0.370, -0.066, 0.475], [-0.013, 0.091, 0.040], [0.035, 0.094, 0.092], [-0.007, 0.111, 0.080], [-0.009, 0.128, -0.041], [0.027, -0.025, 0.042], [0.041, -0.109, 0.143], [0.063, 0.037, 0.131], [-0.012, -0.064, -0.013], [-0.040, -0.022, 0.063], [-0.174, 0.000, 0.007], [-0.139, 0.046, -0.020], [-0.038, 0.042, -0.105], [-0.126, 0.000, 0.085], [-0.275, 0.043, 0.084], [0.553, 1.413, -1.113], [-0.702, 0.360, 0.102], [0.138, -0.234, 0.153], [0.163, 0.610, -1.400], [0.043, -0.046, 0.242], [-0.128, -0.071, 0.009], [0.069, 0.030, -0.141], [0.045, -0.039, 0.016], [0.020, -0.057, -0.074], [-0.069, 0.152, 0.053], [-0.211, -0.206, 0.337], [0.042, 0.035, 0.019], [0.006, 0.037, -0.083], [-0.031, -0.048, -0.022], [-0.142, 0.017, -0.022], [0.019, 0.102, 0.034], [-0.021, -0.022, 0.009], [0.109, -0.072, 0.013], [-0.037, 0.125, 0.003], [0.039, 0.056, -0.008], [0.101, -0.014, -0.023], [-0.001, -0.090, -0.015], [-0.056, -0.144, -0.023], [0.088, -0.001, 0.003], [0.074, 0.032, -0.096], [-0.046, -0.010, -0.097], [-0.088, -0.054, 0.002], [-0.053, -0.050, 0.064], [-0.196, 0.113, -0.069], [0.350, -0.157, 0.132], [-0.022, -0.055, 0.213], [-0.136, 0.020, 0.306], [-0.210, -0.195, -0.260], [0.181, 0.269, -0.084], [-0.074, -0.062, -0.126], [-0.046, -0.350, -0.160], [-0.075, -0.121, -0.153], [0.168, 0.545, 0.011], [0.242, -0.434, 0.145], [0.008, -0.018, -0.064], [0.038, -0.032, 0.011], [-0.040, -0.025, 0.037], [-0.098, 0.029, -0.154], [-0.136, 0.204, -0.193], [0.499, -0.086, 0.247], [0.110, -0.025, 0.068], [0.011, 0.061, 0.080], [-0.102, 0.099, -0.063], [0.103, 0.006, 0.086], [-0.086, -0.287, -0.270], [-0.184, 0.150, 0.541], [0.409, -0.101, 0.041], [-0.609, 0.043, 0.092], [0.363, -0.126, -0.376], [-0.124, -0.086, 0.024], [-0.027, 0.040, 0.013], [0.026, 0.023, -0.058], [0.005, -0.059, -0.022], [-0.026, -0.010, 0.251], [0.026, 0.025, -0.110], [0.004, 0.018, 0.006], [0.135, -0.065, 0.128], [0.048, -0.061, 0.043], [0.071, -0.031, 0.027], [0.096, -0.042, -0.082], [-0.015, 0.016, -0.076], [-0.082, 0.061, -0.008]], "de_lowest_ev": 0.194, "charge": 1, "homo_lumo_gap_ev": 7.5, "largest_force_ev_per_a": 1.88, "e_tot_ha": -3621.46702}

=====

Entry 4:
{"formula": "C3H9NO", "method": "ωB97M-V/def2-TZVPD", "species": ["C", "C", "C", "N", "O", "H", "H", "H", "H", "H", "H", "H", "H", "H"], "xyz": [[0.170, -1.730, -1.610], [0.269, 1.955, 1.704], [-0.707, -1.253, -0.453], [-0.129, 1.583, 0.423], [0.100, -0.392, 0.473], [-0.010, -2.792, -1.843], [0.096, -1.148, -2.579], [1.296, -1.665, -1.328], [-0.372, 1.399, 2.262], [1.285, 2.011, 1.986], [0.018, 3.054, 1.725], [-0.992, -2.054, 0.274], [-1.612, -0.744, -0.743], [0.589, 1.777, -0.291]], "forces_ev_per_a": [[1.757, 0.123, -0.645], [0.277, 2.743, -1.216], [1.778, 0.967, 1.925], [0.139, -2.476, -2.828], [-0.905, 1.447, -0.833], [-0.092, 0.357, 0.000], [-0.260, -0.495, 1.215], [-1.984, -0.100, -0.178], [-1.401, -1.161, 2.756], [1.389, -0.904, 0.246], [-0.438, -0.689, 0.240], [0.192, 0.270, -0.869], [-0.276, 0.274, -0.202], [-0.177, -0.356, 0.389]], "de_lowest_ev": 5.122, "charge": 0, "homo_lumo_gap_ev": [9.8, 9.4], "largest_force_ev_per_a": 3.76, "e_tot_ha": -249.52546}